Entry from the Open Molecules 2025 dataset: a cluster of 9 separate species, C66H58Br2F8O6 in total at a distorted geometry (ωB97M-V/def2-TZVPD).

Geometry (Å):
C 9.365 2.926 3.862
C 9.928 1.819 2.789
O 9.310 0.489 2.943
C 8.329 0.374 1.825
C 7.290 -0.845 2.185
O 5.985 -0.241 2.476
C 4.921 -0.719 1.582
C 3.787 0.464 1.244
C 3.335 0.770 -0.335
Br 4.066 -0.291 -1.917
C 2.257 1.959 -0.759
C 1.586 2.823 0.458
C 1.981 2.572 2.064
C 3.069 1.377 2.448
C 3.376 1.160 4.044
C 2.003 0.261 4.743
C 2.068 -1.451 4.464
O 1.041 -0.411 3.710
C 1.201 3.535 3.134
O 1.032 3.320 4.440
C 0.477 4.923 2.544
O 0.132 5.985 3.544
C 0.118 5.143 1.117
Br -0.817 6.815 0.457
C 0.474 3.984 0.015
O -0.075 3.879 -1.206
H 9.711 4.026 3.636
H 9.712 2.639 4.947
H 8.176 2.827 3.854
H 9.850 2.208 1.666
H 11.087 1.679 3.018
H 8.830 0.305 0.768
H 7.707 1.383 1.842
H 7.281 -1.731 1.422
H 7.676 -1.309 3.215
H 4.352 -1.652 2.061
H 5.375 -1.110 0.577
H 1.959 2.205 -1.865
H 3.404 2.172 4.629
H 4.235 0.410 4.294
H 1.555 0.654 5.847
H 2.407 -1.823 3.402
H 1.162 -1.867 5.088
H 0.982 6.542 3.631
F -3.638 1.351 -7.114
C -2.933 1.909 -6.121
C -2.270 1.094 -5.210
C -1.532 1.674 -4.179
C -1.473 3.065 -4.064
C -2.146 3.875 -4.980
C -2.875 3.295 -6.017
H -2.334 0.015 -5.311
H -1.004 1.045 -3.467
H -0.901 3.518 -3.257
H -2.102 4.958 -4.885
H -3.397 3.909 -6.743
F 0.154 -5.087 -5.664
C -0.934 -4.467 -6.141
C -0.805 -3.582 -7.206
C -1.937 -2.941 -7.706
C -3.186 -3.184 -7.129
C -3.305 -4.070 -6.058
C -2.174 -4.720 -5.565
H 0.175 -3.399 -7.636
H -1.848 -2.252 -8.543
H -4.069 -2.680 -7.518
H -4.277 -4.255 -5.608
H -2.249 -5.419 -4.739
F 2.011 -3.642 2.806
C 1.025 -3.811 1.915
C -0.212 -4.281 2.345
C -1.241 -4.452 1.419
C -1.018 -4.162 0.070
C 0.228 -3.696 -0.352
C 1.253 -3.514 0.576
H -0.364 -4.509 3.395
H -2.213 -4.811 1.746
H -1.820 -4.300 -0.652
H 0.400 -3.475 -1.402
H 2.225 -3.144 0.267
F -3.022 -6.886 2.198
C -3.000 -7.135 3.515
C -4.183 -7.456 4.170
C -4.160 -7.720 5.540
C -2.953 -7.651 6.241
C -1.771 -7.323 5.575
C -1.793 -7.070 4.203
H -5.112 -7.497 3.611
H -5.078 -7.980 6.060
H -2.936 -7.852 7.310
H -0.834 -7.265 6.123
H -0.883 -6.822 3.668
F -5.520 -0.524 -5.130
C -6.608 0.095 -5.608
C -6.479 0.981 -6.672
C -7.611 1.622 -7.173
C -8.860 1.379 -6.596
C -8.979 0.493 -5.524
C -7.848 -0.157 -5.031
H -5.499 1.164 -7.102
H -7.522 2.310 -8.010
H -9.743 1.883 -6.984
H -9.951 0.308 -5.074
H -7.923 -0.856 -4.205
F 7.896 6.382 4.527
C 6.682 5.943 4.884
C 5.984 5.094 4.031
C 4.722 4.632 4.404
C 4.166 5.034 5.622
C 4.872 5.890 6.468
C 6.139 6.343 6.100
H 6.428 4.799 3.086
H 4.172 3.962 3.749
H 3.180 4.677 5.910
H 4.436 6.205 7.413
H 6.706 7.002 6.749
F -1.140 5.747 -7.132
C 0.194 5.669 -7.227
C 0.800 4.424 -7.352
C 2.188 4.343 -7.456
C 2.957 5.509 -7.424
C 2.340 6.754 -7.293
C 0.951 6.835 -7.200
H 0.187 3.528 -7.367
H 2.671 3.374 -7.561
H 4.041 5.445 -7.500
H 2.941 7.660 -7.264
H 0.454 7.795 -7.108
F -7.599 -7.115 4.148
C -7.823 -5.946 4.763
C -8.683 -5.902 5.855
C -8.913 -4.687 6.500
C -8.288 -3.526 6.038
C -7.430 -3.579 4.939
C -7.192 -4.797 4.301
H -9.167 -6.813 6.194
H -9.578 -4.643 7.359
H -8.471 -2.577 6.539
H -6.948 -2.674 4.579
H -6.521 -4.858 3.451

Atoms 1-6, force components in eV/Å:
-0.85 -0.89 0.06
1.84 0.87 0.40
-0.70 1.74 -2.40
-1.11 0.42 0.54
1.51 0.03 1.33
-0.61 -1.33 -1.89

Results
* Kohn-Sham gap: 6.703 eV
* DFT total energy: -8947.3983 hartree
* SMILES string: CCOCCOCc1c(Br)cc2c(c1C[C@@H]1CO1)C(=O)C(O)=C(Br)C2=O.Fc1ccccc1.Fc1ccccc1.Fc1ccccc1.Fc1ccccc1.Fc1ccccc1.Fc1ccccc1.Fc1ccccc1.Fc1ccccc1
* LUMO level: -2.3 eV
* 2S+1: 1

Mulliken atomic charge list, values in e, 8 entries:
1 C -0.52
2 C -0.41
3 O -0.36
4 C -0.18
5 C -0.55
6 O -0.25
7 C -0.43
8 C 0.77